[1]
Molecular formula: C48H35N6O2Sc
Method: DFT, wB97M-V/def2-TZVPD

XYZ file:
```
92
Properties=species:S:1:pos:R:3:forces:R:3:mulliken_charge:R:1
Sc -0.06665 -0.03557 -0.35786 0.3 -0.3 -0.1 -0.242
C -4.18158 3.13403 -5.37718 0.0 0.0 0.0 -0.401
C -3.66253 3.72413 -4.23622 0.0 -0.1 0.0 -1.019
C -3.25529 2.94285 -3.16739 0.2 0.2 -0.1 -0.413
C -3.38968 1.54876 -3.18235 0.0 -0.2 0.1 0.777
C -3.85271 0.97110 -4.37093 0.0 0.0 0.0 -0.426
C -4.25493 1.75095 -5.44248 0.0 0.0 0.0 -0.981
C -2.88813 0.77478 -2.01369 0.0 0.1 -0.1 1.157
C -2.70734 1.45090 -0.81459 0.1 0.1 -0.1 -0.019
C -3.47728 2.59432 -0.36751 -0.2 -0.1 0.2 -1.279
C -3.06536 2.88049 0.88099 0.1 0.0 0.1 -1.478
C -1.96806 1.98662 1.18035 -0.1 0.0 -0.3 0.767
C -1.11586 2.12158 2.28394 -0.1 0.1 0.1 1.037
C -1.37863 3.25859 3.21625 0.0 0.0 0.0 -1.061
C -1.09141 4.55720 2.80601 0.0 0.1 0.0 0.154
C -1.32926 5.63078 3.65112 0.0 0.0 0.0 -0.872
C -1.85218 5.41605 4.91977 0.0 0.0 0.0 -0.429
C -2.13343 4.12278 5.33721 0.0 0.0 0.0 -0.765
C -1.89699 3.05030 4.48816 0.0 -0.1 0.1 0.049
C 0.01665 1.35887 2.50291 0.1 0.0 -0.1 0.589
N 0.50155 0.37539 1.68705 -0.1 0.0 0.1 0.342
C 1.69730 -0.04353 2.20983 -0.1 -0.1 -0.1 0.330
C 2.41317 -1.13639 1.71315 0.2 0.0 0.1 1.261
C 3.89776 -1.22371 1.81101 -0.2 0.0 0.0 1.030
C 4.68376 -0.22740 2.40791 0.0 0.1 0.0 -0.706
C 6.06727 -0.27333 2.38343 0.0 0.0 0.0 -1.107
C 6.73401 -1.30009 1.72988 -0.1 0.0 0.0 -0.556
C 5.98166 -2.26969 1.08794 0.0 0.0 0.0 -1.125
C 4.59495 -2.22780 1.12235 0.1 -0.1 -0.1 -0.521
C 1.70178 -2.19388 1.05815 0.0 0.0 0.0 0.304
C 2.00155 -3.59632 1.18057 -0.1 0.0 0.0 -1.976
C 1.02253 -4.26531 0.51916 0.0 0.0 0.0 -1.019
C 0.13840 -3.28040 -0.02794 0.1 0.0 0.0 0.046
N 0.57264 -2.02744 0.34748 -0.1 0.2 0.0 0.314
C -0.94084 -3.54114 -0.85741 0.0 -0.1 0.0 1.420
C -1.76494 -2.58182 -1.45693 0.0 0.2 -0.1 0.135
C -2.94285 -2.85443 -2.20072 0.0 0.0 0.1 -1.310
C -3.46574 -1.65288 -2.58836 0.2 0.2 -0.1 -1.315
C -2.60087 -0.64027 -2.07144 -0.2 -0.1 0.1 0.448
N -1.58870 -1.21717 -1.38020 0.1 0.1 0.0 0.053
C -1.24838 -4.97096 -1.14859 0.0 0.1 -0.1 -0.445
C -1.05507 -5.47162 -2.43203 0.0 0.0 -0.1 0.106
C -1.32581 -6.80162 -2.71735 0.0 0.0 0.0 -0.910
C -1.80259 -7.64289 -1.72182 0.0 0.0 0.0 -0.375
C -2.00045 -7.14804 -0.43995 0.0 0.0 0.0 -0.862
C -1.71975 -5.81989 -0.15423 0.0 0.0 0.1 0.069
C 1.96219 0.70873 3.42279 0.0 0.1 0.0 -2.086
C 0.92145 1.54423 3.61148 0.1 0.0 0.1 -1.136
N -1.82295 1.09266 0.17215 -0.2 -0.1 0.4 0.209
H -4.48761 3.74130 -6.21808 0.0 0.0 0.0 0.394
H -3.54019 4.79700 -4.18174 0.0 0.0 0.0 0.398
H -2.76639 3.42459 -2.33184 0.1 0.0 -0.2 0.586
H -3.86366 -0.09555 -4.49380 -0.1 -0.2 0.1 0.404
H -4.61155 1.26755 -6.34230 0.0 0.0 0.0 0.408
H -4.29259 3.04525 -0.90760 0.0 -0.1 0.1 0.820
H -3.45748 3.63130 1.54512 0.0 0.0 0.0 0.588
H -0.68586 4.71578 1.81351 0.0 0.0 0.0 0.522
H -1.10500 6.63503 3.31755 0.0 0.0 0.0 0.405
H -2.04193 6.25269 5.57788 0.0 0.0 0.0 0.379
H -2.54371 3.94744 6.32272 0.0 0.0 0.0 0.393
H -2.11947 2.03949 4.81016 0.0 0.0 0.0 0.445
H 4.22559 0.64053 2.85166 0.0 0.0 0.0 0.554
H 6.62575 0.52060 2.86115 0.0 0.0 0.0 0.419
H 7.81381 -1.32725 1.69857 0.0 0.0 0.0 0.413
H 6.46733 -3.06652 0.53966 0.0 0.0 0.0 0.405
H 4.05372 -2.98240 0.57002 0.1 0.1 0.0 0.576
H 2.81393 -4.02202 1.74326 -0.1 0.0 0.1 0.781
H 0.90871 -5.33247 0.42833 0.0 0.0 0.0 0.594
H -3.36612 -3.83151 -2.36144 0.0 0.0 0.0 0.591
H -4.40683 -1.48904 -3.07660 -0.1 0.0 -0.1 0.632
H -0.68634 -4.81061 -3.20619 0.0 0.0 0.0 0.475
H -1.16251 -7.17854 -3.71845 0.0 0.0 0.0 0.386
H -2.01847 -8.67907 -1.94436 0.0 0.0 0.0 0.391
H -2.37804 -7.79645 0.33918 0.0 0.0 0.0 0.389
H -1.86615 -5.43482 0.84778 0.0 0.0 0.0 0.479
H 2.76915 0.53337 4.11165 0.0 0.0 0.0 0.785
H 0.75485 2.20199 4.44822 0.0 0.0 0.0 0.580
C 4.20371 1.13332 -0.96287 0.1 0.0 0.0 -1.915
C 2.71118 1.01138 -1.04888 0.0 0.3 0.0 1.177
N 2.06913 -0.08360 -1.29826 -0.2 0.0 0.1 0.045
O 2.78372 -1.25166 -1.55352 0.2 0.1 0.1 -0.550
C 1.92223 2.22861 -0.88733 -0.3 -0.2 -0.1 0.462
C 2.48720 3.59591 -0.71443 0.1 0.1 0.0 -1.493
N 0.61145 2.07340 -0.96157 0.1 0.3 0.1 0.660
O -0.12921 3.11107 -0.93562 0.2 -0.3 0.0 -0.745
H 4.74555 0.19244 -0.89104 0.0 0.0 0.0 0.397
H 4.47099 1.72204 -0.08691 0.0 0.0 0.0 0.432
H 4.56912 1.67011 -1.84027 0.0 0.0 0.0 0.405
H 3.62530 -1.20265 -1.06808 -0.2 -0.1 0.0 0.201
H 3.57401 3.60344 -0.73203 0.0 0.0 0.0 0.397
H 2.14355 4.03301 0.22792 0.0 0.0 0.0 0.226
H 2.11668 4.26308 -1.49496 0.0 0.0 -0.1 0.351
```
Positions in Å, forces in eV/Å.

Results
highest occupied orbital energy (alpha / beta)	-6.662 / -6.663	eV

---

[2]
Molecular formula: C48H36N5O5SbSe4V
Method: DFT, wB97M-V/def2-TZVPD

XYZ file:
```
100
Properties=species:S:1:pos:R:3:forces:R:3:mulliken_spin:R:1
V 12.48185 18.62198 19.81568 -2.3 0.2 0.1 0.005
C 9.32853 16.30467 10.78180 1.1 0.2 -0.5 0.000
O 10.13166 17.39784 11.13424 0.4 0.8 -0.5 0.000
C 10.42855 17.61536 12.44044 -0.7 -0.4 -0.6 0.000
C 11.38762 18.57306 12.69062 0.4 0.1 2.3 0.001
C 11.77354 18.80008 14.05988 0.3 0.2 -2.0 -0.004
C 11.13932 18.10197 15.09256 0.1 -0.2 -2.2 0.003
C 10.14546 17.18569 14.73415 -0.2 -0.6 1.0 0.000
C 9.77205 16.90127 13.43638 1.0 1.0 0.4 0.000
C 11.57816 18.30287 16.45582 0.0 -0.2 1.9 0.004
C 11.21122 19.51191 17.02032 -0.2 0.5 1.1 0.000
C 10.42713 20.58336 16.39561 0.0 0.4 0.2 0.000
C 10.19073 21.51390 17.36185 0.9 0.6 0.7 0.000
C 10.89855 21.08138 18.58419 -0.3 -1.0 -0.8 0.001
N 11.44681 19.84319 18.35393 0.6 0.5 -0.1 0.000
C 10.97356 21.81742 19.77885 -0.4 0.1 0.4 0.000
C 11.64599 21.43301 20.93904 0.7 -0.2 0.6 0.000
C 11.75965 22.22888 22.16139 0.4 -2.1 0.8 0.000
C 12.54356 21.50515 23.05024 -0.4 1.7 -0.6 0.000
C 13.03762 20.34625 22.34732 -0.3 -0.4 -1.6 0.000
C 14.06853 19.48190 22.71411 -0.5 0.0 0.9 0.000
C 14.69202 19.77512 24.03617 1.0 1.1 -0.7 0.000
C 15.65867 20.78891 24.17290 0.1 0.1 -0.2 0.000
C 16.33587 21.04284 25.37587 -1.2 -1.4 -0.3 0.000
C 15.97058 20.21586 26.45721 1.5 2.2 0.3 0.000
O 16.45599 20.45690 27.71697 0.1 -1.1 0.2 0.000
C 17.50277 21.37869 27.91334 -1.2 -0.1 0.9 0.000
C 15.04905 19.23776 26.32953 -1.2 -0.9 0.0 0.000
C 14.40167 19.03373 25.13108 -0.7 -1.7 0.5 0.000
C 14.50412 18.27771 22.09546 0.3 0.7 0.7 0.000
N 13.98718 17.75868 20.99554 -1.2 -0.6 -2.5 -0.003
C 14.68005 16.59345 20.66365 -0.3 0.2 -0.3 -0.001
C 14.51622 15.84962 19.48689 -1.0 -0.1 0.0 0.008
C 15.29568 14.57445 19.41174 -0.1 -0.7 -0.3 0.003
C 14.93058 13.45542 20.17274 1.8 0.9 -0.2 0.000
C 15.80230 12.35202 20.19316 -1.1 0.2 -0.3 0.000
C 16.86420 12.28316 19.31666 0.7 0.6 0.4 0.010
O 17.74771 11.25997 19.29080 0.2 -0.6 -0.1 0.000
C 17.35431 10.07161 19.94123 1.0 0.4 0.5 0.000
C 17.20055 13.36211 18.50590 -1.1 -0.1 0.5 -0.015
C 16.41479 14.48015 18.56243 -0.7 1.2 -0.5 0.005
C 13.61719 16.16142 18.41750 1.7 -1.0 1.0 -0.006
C 13.47296 15.35468 17.24042 -1.4 1.5 -1.0 -0.008
C 12.61425 16.06118 16.38450 1.7 -1.0 1.9 -0.002
C 12.28298 17.24353 17.12342 -0.7 1.3 -2.0 -0.002
N 12.90304 17.30345 18.32647 -0.2 0.3 -0.4 -0.004
C 15.68307 16.35549 21.66564 -1.4 2.4 0.6 -0.001
C 15.57101 17.42866 22.53630 1.2 -0.8 -0.2 0.000
N 12.38660 20.29677 21.10703 0.7 -0.5 -0.2 0.000
C 10.26817 23.14294 19.83229 0.1 0.5 -1.3 0.000
C 10.93620 24.31345 19.39708 -1.0 0.4 1.1 0.000
C 10.28517 25.54070 19.44767 0.0 -1.0 -0.9 0.000
C 8.92977 25.56821 19.71654 0.3 0.3 1.0 0.000
O 8.41197 26.79849 19.78026 -1.8 1.3 0.2 0.000
C 6.99072 26.89977 20.09084 1.4 1.1 -0.5 0.000
C 8.22788 24.45305 20.07900 -0.7 -1.1 -0.1 0.000
C 8.90615 23.24055 20.10359 0.4 -0.9 0.8 0.000
H 9.38435 16.32563 9.68079 -0.1 -0.6 0.5 0.000
H 8.31270 16.45293 11.08063 -0.8 0.0 0.3 0.000
H 9.76350 15.41499 11.25762 -0.4 -0.2 -0.5 0.000
H 11.83827 19.07785 11.84986 0.2 0.1 0.1 0.000
H 12.63804 19.48801 14.23402 -1.0 -0.7 0.1 -0.001
H 9.67681 16.60320 15.52909 0.1 0.2 0.0 0.000
H 9.04001 16.16269 13.20536 -0.4 -0.3 0.0 0.000
H 10.15722 20.68111 15.33373 0.1 -0.3 0.8 0.000
H 9.76274 22.53333 17.33459 0.0 -1.0 -0.4 0.000
H 11.14189 23.06601 22.38583 0.0 0.7 0.0 0.000
H 12.79256 21.84857 24.06305 0.0 -0.5 -0.6 0.000
H 15.84002 21.33392 23.25146 0.4 0.3 0.3 0.000
H 17.10173 21.77809 25.53592 0.0 0.3 -0.4 0.000
H 17.77902 21.31392 28.96156 -0.1 0.0 0.1 0.000
H 17.10418 22.34694 27.70579 0.0 1.1 -0.1 0.000
H 18.37322 21.21273 27.34549 1.0 -0.5 -1.0 0.000
H 14.74308 18.62999 27.15364 0.2 -0.1 0.6 0.000
H 13.68364 18.19462 25.05404 0.4 0.6 0.0 0.000
H 14.13078 13.56718 20.87122 -0.5 -0.3 0.3 0.000
H 15.59249 11.53657 20.85273 -0.1 -0.3 0.3 0.000
H 18.09534 9.33802 19.65159 -0.1 -0.3 -0.2 0.000
H 16.35835 9.81494 19.65061 -0.7 -0.5 -0.2 0.000
H 17.40770 10.16197 21.03792 -0.1 0.1 -0.2 0.000
H 18.02440 13.29551 17.84973 0.8 0.0 -0.6 -0.001
H 16.60672 15.33504 17.89416 0.2 -0.4 0.4 -0.001
H 13.98291 14.44336 17.04099 0.3 -0.4 0.0 0.002
H 12.38807 15.83863 15.34988 -0.1 0.1 0.3 0.013
H 16.37650 15.56931 21.67968 0.8 -0.8 0.0 0.000
H 16.29794 17.67440 23.30168 -0.4 -0.1 0.2 0.000
H 11.96555 24.31076 19.14256 0.8 -0.3 -0.3 0.000
H 10.69546 26.48439 19.13034 0.5 0.0 0.1 0.000
H 6.78363 27.98843 20.01212 0.0 -0.8 0.0 0.000
H 6.76918 26.56176 21.09623 0.1 -0.2 0.2 0.000
H 6.44197 26.32270 19.35960 -0.4 0.0 -0.2 0.000
H 7.15523 24.49890 20.29349 0.6 -0.1 0.0 0.000
H 8.42269 22.31837 20.45618 -0.1 0.5 -0.3 0.000
O 10.52755 16.59940 20.02569 0.4 2.4 0.2 -0.001
N 11.11045 17.65576 20.06735 1.2 -2.2 0.0 -0.002
Se 18.66516 21.03596 15.42803 -0.6 0.7 0.3 0.518
Sb 17.33494 18.83786 16.30005 0.5 -1.5 1.1 0.229
Se 16.91965 21.66185 16.80250 0.7 0.7 -0.5 0.702
Se 15.74764 17.50404 15.19188 -0.9 -0.2 -0.9 0.255
Se 18.80678 17.29284 17.47898 0.2 0.4 0.0 0.291
```
Positions in Å, forces in eV/Å.

Results
net charge	-1
highest occupied orbital energy (alpha / beta)	-3.728 / -4.357	eV
spin multiplicity	3
ΔE to the lowest compared entry with this formula, charge and spin	14.5	kcal per mole